(1)
C23H66GaNO24P7 | wB97M-V/def2-TZVPD

Last column: Mulliken charge in e.
Atoms and positions in Å:
C: -4.3467 -4.3085 -1.7031  -1.211
C: -3.4323 -3.4132 -0.8853  0.430
O: -2.2348 -3.5111 -1.0583  -0.584
N: -3.9370 -2.4333 0.0385  0.329
C: -4.5473 -1.3979 -0.8175  -1.231
C: -4.9896 -2.9855 0.9185  -0.531
C: -4.5585 -3.1801 2.4023  -0.832
C: -3.0781 -2.9596 2.6990  -0.168
C: -2.8569 -3.0962 4.2407  -0.795
Ga: -1.2213 -4.2055 4.7410  -0.329
C: 0.4651 -3.7620 3.6838  -1.107
P: -1.7850 -6.5455 4.7316  -0.082
P: -0.2062 -7.7269 3.8585  0.813
O: 0.0249 -8.9274 4.6677  -0.660
O: 1.1754 -6.9105 3.6816  -0.446
O: -0.7332 -8.2315 2.3885  -0.537
H: -4.2326 -5.3274 -1.3366  0.315
H: -4.1052 -4.3014 -2.7590  0.310
H: -5.4045 -4.0785 -1.5900  0.417
H: -5.3351 -1.8053 -1.4648  0.365
H: -3.8102 -0.9386 -1.4720  0.388
H: -4.9971 -0.6013 -0.2338  0.410
H: -5.8111 -2.2711 0.9217  0.402
H: -5.4204 -3.9251 0.5646  0.260
H: -5.1420 -2.5324 3.0519  0.220
H: -4.7747 -4.2159 2.6689  0.285
H: -2.4210 -3.6258 2.1438  0.210
H: -2.8001 -1.9336 2.4648  0.198
H: -3.7301 -3.6263 4.6297  0.384
H: -2.7620 -2.1259 4.7221  0.425
H: -0.8958 -3.8728 6.2836  -0.177
H: 0.4891 -4.1258 2.6549  0.276
H: 1.3209 -4.1208 4.2545  0.277
H: 0.5554 -2.6734 3.6777  0.359
H: -2.8954 -6.7740 3.8792  -0.031
H: 1.1890 -6.5316 2.7954  0.309
H: -0.0191 -8.6890 1.9326  0.286
C: 5.0421 -1.4092 8.2829  -0.661
O: 3.6155 -1.2501 8.1463  -0.283
P: 2.6682 -2.6555 8.0933  0.978
O: 1.4641 -1.9683 7.5583  -0.636
O: 2.6719 -2.6764 9.7417  -0.355
C: 2.2933 -1.4997 10.4385  -0.667
O: 1.9453 -4.1597 8.0967  -0.051
C: 2.5733 -5.2606 8.7807  -0.694
H: 5.4882 -0.4243 8.3992  0.203
H: 5.2813 -2.0172 9.1629  0.322
H: 5.4572 -1.8778 7.3891  0.315
H: 1.6547 -0.8606 9.8292  0.333
H: 3.1842 -0.9447 10.7411  0.214
H: 1.7515 -1.8081 11.3321  0.246
H: 2.3534 -5.2093 9.8471  0.230
H: 3.6520 -5.2699 8.6266  0.320
H: 2.1577 -6.1822 8.3781  0.240
C: -2.7013 2.2787 -6.7080  -0.634
O: -3.6736 1.8217 -5.7436  -0.327
P: -3.3058 2.0095 -4.1139  1.245
O: -4.3262 1.0612 -3.5902  -0.699
O: -3.8577 3.5556 -4.1892  -0.350
C: -5.1712 3.7899 -4.6745  -0.647
O: -2.5649 2.3541 -2.6893  -0.297
C: -1.6104 3.4379 -2.6067  -0.544
H: -3.1344 2.1787 -7.7013  0.186
H: -2.4485 3.3291 -6.5346  0.310
H: -1.7981 1.6699 -6.6525  0.298
H: -5.8071 2.9133 -4.5530  0.334
H: -5.1316 4.0691 -5.7298  0.182
H: -5.5873 4.6214 -4.1070  0.248
H: -2.1328 4.3891 -2.4968  0.247
H: -0.9663 3.4605 -3.4773  0.300
H: -0.9933 3.2704 -1.7289  0.198
C: -5.4859 2.7728 -13.9427  -0.673
O: -4.7481 2.3067 -12.7962  -0.336
P: -5.0420 3.0509 -11.3334  1.085
O: -3.8470 2.6673 -10.5628  -0.628
O: -6.3437 2.1136 -11.0494  -0.288
C: -6.1686 0.6999 -10.9667  -0.682
O: -5.6846 4.2531 -10.4238  -0.335
C: -7.0085 4.7456 -10.7211  -0.608
H: -5.2514 2.1206 -14.7798  0.241
H: -6.5629 2.7354 -13.7533  0.307
H: -5.1926 3.7920 -14.1978  0.298
H: -5.1483 0.4367 -10.6916  0.340
H: -6.4193 0.2419 -11.9248  0.238
H: -6.8551 0.3285 -10.2093  0.246
H: -7.7549 4.0840 -10.2855  0.251
H: -7.1736 4.8339 -11.7939  0.291
H: -7.1055 5.7316 -10.2727  0.252
C: 4.2807 1.2414 -5.0192  -0.695
O: 3.0889 2.0322 -4.8360  -0.331
P: 2.5756 2.3029 -3.2753  0.836
O: 1.1724 2.7004 -3.4905  -0.390
O: 3.6011 3.5602 -3.0939  -0.315
C: 3.4710 4.6815 -3.9614  -0.618
O: 2.6133 2.0036 -1.6721  -0.305
C: 3.8772 1.7986 -1.0031  -0.630
H: 4.5282 1.2488 -6.0774  0.242
H: 5.1175 1.6635 -4.4546  0.312
H: 4.1077 0.2116 -4.7055  0.310
H: 2.4632 4.7617 -4.3672  0.279
H: 4.1888 4.5995 -4.7794  0.232
H: 3.7000 5.5737 -3.3818  0.243
H: 4.3373 2.7602 -0.7822  0.239
H: 4.5547 1.1919 -1.6014  0.293
H: 3.6777 1.2779 -0.0701  0.263
C: 8.8396 2.6526 4.3755  -0.667
O: 7.8024 2.1866 5.2597  -0.318
P: 8.0402 2.3696 6.8984  0.872
O: 7.0658 1.4118 7.4456  -0.420
O: 7.5075 3.9093 6.8643  -0.292
C: 6.1712 4.1613 6.4284  -0.638
O: 8.9857 2.7051 8.1962  -0.356
C: 9.9294 3.7937 8.1281  -0.599
H: 8.4802 2.5503 3.3551  0.239
H: 9.0709 3.7049 4.5679  0.309
H: 9.7415 2.0504 4.4928  0.300
H: 5.5330 3.2890 6.5619  0.324
H: 6.1766 4.4529 5.3772  0.226
H: 5.7839 4.9877 7.0202  0.233
H: 9.4199 4.7370 8.3167  0.240
H: 10.4314 3.8319 7.1623  0.282
H: 10.6775 3.6354 8.9017  0.249

Properties
* net charge: -1
* E: -192948.5766 eV
* multiplicity: 1
* highest occupied orbital energy: -3.8 eV
* orbital gap: 4.03 eV

=====

(2)
C2H3N3O2 | wB97M-V/def2-TZVPD

Last column: Mulliken charge in e.
Atoms and positions in Å:
N: -1.5421 0.4146 -0.0350  -0.181
C: -0.1545 -0.0797 0.0270  0.215
N: 0.0327 -1.2840 0.4568  -0.434
O: 1.4229 -1.3481 0.3780  -0.128
C: 1.9098 -0.1093 -0.1049  0.617
O: 3.0901 0.0731 -0.2430  -0.578
N: 0.8241 0.7158 -0.3353  -0.613
H: -1.9095 0.3681 -0.9903  0.348
H: -2.1315 -0.1472 0.5876  0.374
H: -1.5419 1.3967 0.2590  0.380

Properties
* E: -10685.7632 eV
* multiplicity: 1
* highest occupied orbital energy: -8.5 eV
* orbital gap: 7.83 eV
* energy relative to the best compared isomer or geometry (same formula, charge and spin): 2.6936 eV

=====

(3)
C36H38BBrEuF4N6P | wB97M-V/def2-TZVPD

Last column: Mulliken charge in e.
Atoms and positions in Å:
Eu: -0.0603 0.0221 -0.1255  0.473
C: -3.8043 -1.8375 -3.7348  -1.574
C: -2.5111 -1.0851 -3.3981  0.863
C: -1.4791 -1.2089 -4.5183  -1.383
C: -2.0043 -1.6309 -2.0836  0.108
C: -1.5157 -2.9267 -1.9648  -1.103
C: -0.7191 -3.3018 -0.8838  -0.546
N: -0.5461 -2.5414 0.1783  0.514
N: -2.0582 -0.7488 -1.0740  0.387
B: 0.5995 -2.7442 1.1888  -0.794
N: 0.3696 -1.7345 2.3328  0.312
C: 0.2965 -1.9504 3.6493  -0.598
C: 0.2118 -0.7317 4.2951  -1.230
C: 0.2345 0.2208 3.2790  -0.137
N: 0.3325 -0.3987 2.0893  0.486
C: 0.1873 1.7208 3.3404  2.616
C: 1.3115 2.3306 2.4894  -1.347
C: 0.2564 2.1948 4.7874  -2.084
N: 1.8685 -2.2858 0.4044  0.471
C: 3.0924 -2.8186 0.4284  -0.782
C: 3.8741 -2.1889 -0.5210  -0.680
C: 3.0373 -1.2468 -1.1118  -0.301
N: 1.8178 -1.3055 -0.5432  0.196
C: 3.3074 -0.2561 -2.2043  1.158
C: 4.6105 -0.5845 -2.9307  -1.823
C: 3.3597 1.1645 -1.6154  -1.174
H: -4.2713 -1.3816 -4.6043  0.468
H: -3.5999 -2.8778 -3.9700  0.337
H: -4.5048 -1.8030 -2.9017  0.343
H: -2.7519 -0.0220 -3.2484  -0.069
H: -1.1640 -2.2384 -4.6677  0.320
H: -1.9111 -0.8552 -5.4524  0.443
H: -0.5964 -0.6089 -4.2938  0.233
H: -1.6033 -3.6081 -2.7949  0.485
H: -0.1404 -4.2205 -0.9546  0.441
H: 0.7194 -3.8447 1.5893  -0.129
H: 0.3136 -2.9370 4.0629  0.532
H: 0.1546 -0.5792 5.3513  0.600
H: -0.7704 2.0569 2.9167  -1.195
H: 2.2798 1.9789 2.8375  0.409
H: 1.2005 2.0613 1.4169  0.106
H: 1.2968 3.4148 2.5687  0.417
H: 1.1791 1.8631 5.2528  0.427
H: 0.2095 3.2779 4.8421  0.437
H: -0.5808 1.7921 5.3498  0.456
H: 3.3465 -3.6033 1.1109  0.523
H: 4.8977 -2.3948 -0.7512  0.486
H: 2.4658 -0.3078 -2.9174  -0.029
H: 5.4567 -0.4877 -2.2540  0.348
H: 4.5895 -1.6027 -3.3129  0.442
H: 4.7608 0.0941 -3.7670  0.438
H: 4.1959 1.2502 -0.9237  0.374
H: 3.5030 1.8970 -2.4081  0.383
H: 2.4276 1.4075 -1.0636  0.164
F: -7.5738 -1.0081 0.5471  -0.280
C: -6.4235 -0.3670 0.5662  0.521
C: -6.3868 1.0299 0.5598  0.349
F: -7.5074 1.7292 0.5628  -0.287
C: -5.1573 1.6937 0.5302  0.206
F: -5.1706 3.0245 0.5184  -0.428
C: -3.9437 1.0065 0.5011  -0.004
P: -2.2909 1.8420 0.3994  1.412
C: -2.2604 2.6069 -1.2790  0.471
C: -1.1483 2.3188 -2.0777  0.065
C: -1.0305 2.8205 -3.3611  -0.604
C: -2.0275 3.6458 -3.8659  -0.760
C: -3.1125 3.9760 -3.0720  -0.807
C: -3.2343 3.4651 -1.7894  -0.176
C: -2.5875 3.2071 1.5672  0.873
C: -3.1095 2.8915 2.8247  -0.208
C: -3.2860 3.8904 3.7617  -0.882
C: -2.9312 5.1962 3.4572  -0.604
C: -2.3937 5.5054 2.2187  -0.846
C: -2.2110 4.5123 1.2712  -0.898
C: -4.0102 -0.3827 0.5696  -0.750
Br: -2.3705 -1.4852 0.6197  0.178
C: -5.2143 -1.0665 0.5891  0.598
F: -5.1952 -2.3938 0.6122  -0.336
H: -0.3022 1.7070 -1.6682  -0.301
H: -0.1700 2.5815 -3.9685  0.518
H: -1.9409 4.0410 -4.8657  0.421
H: -3.8765 4.6409 -3.4472  0.436
H: -4.0766 3.7634 -1.1915  0.507
H: -3.3858 1.8696 3.0580  0.536
H: -3.7026 3.6540 4.7290  0.490
H: -3.0776 5.9739 4.1899  0.432
H: -2.1180 6.5222 1.9851  0.455
H: -1.7980 4.7542 0.3020  0.482

Properties
* net charge: +1
* E: -157089.4343 eV
* multiplicity: 8
* highest occupied orbital energy (alpha / beta): -10.0 / -11.0 eV
* orbital gap (alpha / beta): 6.99 / 8.03 eV
* expectation value of S²: 15.760
* energy relative to the best compared isomer or geometry (same formula, charge and spin): 2.3694 eV

=====

(4)
C22H18F3N5 | wB97M-V/def2-TZVPD

Last column: Mulliken charge in e.
Atoms and positions in Å:
N: 3.1418 -4.0889 0.3336  -0.662
C: 2.7900 -3.6368 1.7085  0.263
C: 2.2345 -4.8942 2.4366  -0.877
C: 1.4962 -4.5008 3.7137  -0.812
C: 0.2662 -3.7446 3.3356  -0.715
C: 0.6089 -2.5417 2.4864  1.256
C: -0.2519 -1.4627 2.4337  -1.084
C: -0.0081 -0.4338 1.5297  -0.805
C: 1.1471 -0.4418 0.7187  0.392
C: 1.3043 0.6194 -0.2917  0.434
C: 2.5913 0.8840 -0.8268  -0.542
C: 2.7726 1.8874 -1.7569  -1.012
C: 1.6743 2.5916 -2.2762  0.508
C: 1.5923 3.6172 -3.2897  -0.729
N: 0.3374 3.9326 -3.4696  -1.334
N: -0.4094 3.1718 -2.5910  0.592
C: -1.8034 3.3420 -2.4425  0.436
C: -2.4727 4.1890 -3.2890  -0.180
C: -3.8617 4.3905 -3.1809  -0.748
C: -4.5023 3.7105 -2.1610  -0.153
C: -3.8157 2.8236 -1.3102  -0.345
C: -4.5276 2.0002 -0.2203  0.827
F: -4.0752 2.2943 1.0264  -0.255
F: -5.8558 2.2238 -0.1194  -0.295
F: -4.3549 0.6895 -0.5199  -0.251
N: -2.4799 2.6420 -1.4950  -0.134
C: 0.3821 2.3083 -1.8573  0.619
C: 0.2128 1.3073 -0.8499  -0.740
N: 2.0371 -1.4500 0.8246  -0.543
C: 1.7783 -2.4727 1.6927  -0.215
H: 2.2837 -4.2074 -0.2216  0.280
H: 3.7370 -3.4024 -0.1002  0.303
H: 3.6663 -3.2919 2.2623  0.295
H: 1.5774 -5.4425 1.7765  0.324
H: 3.0719 -5.5480 2.6551  0.314
H: 2.1178 -3.9195 4.3517  0.380
H: 1.2244 -5.4290 4.2691  0.330
H: -0.1580 -3.3403 4.2750  0.352
H: -0.4927 -4.3829 2.8736  0.316
H: -1.1712 -1.4600 3.0179  0.408
H: -0.7304 0.3487 1.4400  0.560
H: 3.4339 0.3229 -0.4324  0.458
H: 3.7509 2.0358 -2.1544  0.385
H: 2.4364 4.0279 -3.8095  0.469
H: -1.9003 4.6941 -4.0750  0.408
H: -4.4091 5.0600 -3.8344  0.434
H: -5.5710 3.8192 -2.0379  0.431
H: -0.8156 1.1581 -0.5482  0.659

Properties
* E: -38709.6656 eV
* multiplicity: 1
* highest occupied orbital energy: -8.3 eV
* orbital gap: 8.34 eV
* energy relative to the best compared isomer or geometry (same formula, charge and spin): 0.0000 eV